No. 1
This record from the Open Molecules 2025 dataset describes a cluster of 2 separate species, C7H16ClNSi in total. The level of theory is the ωB97M-V functional and the def2-TZVPD basis.

Cartesian coordinates (Å):
C1 -2.334 -0.673 -2.299
C2 -1.838 -0.495 -1.081
C3 -0.424 -0.456 2.216
C4 -1.214 1.769 1.594
C5 1.427 -1.147 -2.412
C6 2.504 -0.079 -0.517
C7 -0.110 0.669 1.250
N1 1.315 -0.352 -1.204
Si1 -0.201 -0.042 -0.442
Cl1 0.556 2.133 4.339
H1 -3.382 -0.773 -2.354
H2 -1.804 -0.422 -3.240
H3 -2.523 -1.016 -0.346
H4 -0.001 -0.304 3.223
H5 -1.554 -0.556 2.222
H6 0.099 -1.511 2.002
H7 -1.004 2.712 1.000
H8 -0.949 2.086 2.652
H9 -2.217 1.416 1.322
H10 1.597 -2.137 -2.139
H11 0.431 -1.060 -2.787
H12 2.174 -0.648 -3.033
H13 3.061 0.668 -1.112
H14 2.307 0.158 0.596
H15 3.107 -1.067 -0.704
H16 0.978 1.126 1.257

The calculation puts the energy above the lowest of the compared OMol25 structures with the same formula, charge and spin at 5.625 eV. For the HOMO energy, the calculation gives -6.767 eV. Its charge is 0.

Atom charges from the natural (NBO) analysis, given in e for atoms 1 to 4: atom 1 (C): -0.24, atom 2 (C): -0.82, atom 3 (C): -0.65, atom 4 (C): -0.66

***

No. 2
This record from the Open Molecules 2025 dataset describes a structure of composition C7H16IN2O2Si. The level of theory is the ωB97M-V functional and the def2-TZVPD basis.

Cartesian coordinates (Å):
C1 -2.306 1.022 0.783
C2 -1.380 1.499 -0.362
C3 -1.907 1.334 -1.787
N1 -0.279 2.022 -0.048
Si1 1.141 1.009 -0.267
C4 2.534 1.904 0.681
O1 1.685 0.942 -1.892
C5 0.928 -0.772 0.388
C6 0.162 -1.704 -0.628
C7 -0.209 -3.001 0.123
N2 -1.125 -2.888 1.237
O2 0.206 -4.061 -0.184
H1 -1.867 1.347 1.729
H2 -2.513 -0.053 0.730
H3 -3.276 1.542 0.660
H4 -1.116 1.216 -2.535
H5 -2.672 0.546 -1.805
H6 -2.434 2.275 -2.034
H7 3.317 1.189 0.934
H8 2.909 2.778 0.120
H9 2.059 2.318 1.586
H10 2.639 0.808 -1.877
H11 2.007 -1.250 0.519
H12 0.488 -0.827 1.388
H13 -0.780 -1.276 -1.029
H14 0.821 -1.982 -1.459
H15 -1.653 -2.037 1.065
H16 -0.590 -2.748 2.091
I1 3.211 -1.154 1.874

For the HOMO energy, the calculation gives -2.944 eV. Its charge is -1.

Atom charges from the natural (NBO) analysis, given in e for atoms 1 to 4: atom 1 (C): -0.70, atom 2 (C): 0.45, atom 3 (C): -0.72, atom 4 (N): -0.92

***

No. 3
This record from the Open Molecules 2025 dataset describes the ion C7H16N with charge +1. The level of theory is the ωB97M-V functional and the def2-TZVPD basis.

Cartesian coordinates (Å):
C1 2.011 1.708 -0.304
C2 1.320 0.356 -0.225
C3 -0.018 0.287 0.501
C4 -2.210 -0.442 -0.237
C5 -0.927 -0.780 -0.091
C6 -0.365 -2.178 -0.269
C7 -3.363 -1.329 -0.618
N1 2.574 2.177 1.048
H1 2.877 1.609 -0.949
H2 1.293 2.454 -0.646
H3 2.033 -0.410 0.132
H4 1.289 -0.004 -1.271
H5 -0.547 1.237 0.472
H6 0.081 -0.046 1.538
H7 -2.514 0.615 -0.272
H8 0.177 -2.409 0.651
H9 0.367 -2.100 -1.077
H10 -1.112 -2.913 -0.513
H11 -4.088 -0.879 -1.296
H12 -2.980 -2.289 -0.955
H13 -3.972 -1.483 0.290
H14 2.777 3.167 0.940
H15 3.393 1.650 1.354
H16 1.905 2.001 1.798

The SMILES is C/C=C(\C)CCC[NH3+]. The calculation puts the energy above the lowest of the compared OMol25 structures with the same formula, charge and spin at 1.015 eV. For the HOMO energy, the calculation gives -11.781 eV. Its charge is +1.

Atom charges from the natural (NBO) analysis, given in e for atoms 1 to 4: atom 1 (C): -0.21, atom 2 (C): -0.45, atom 3 (C): -0.45, atom 4 (C): -0.15

***

No. 4
This record from the Open Molecules 2025 dataset describes the molecule C7H16N2O2. The level of theory is the ωB97M-V functional and the def2-TZVPD basis.

Cartesian coordinates (Å):
C1 -3.229 -1.441 -2.004
C2 -2.999 -1.017 -0.600
C3 -1.604 -1.051 -0.077
C4 -0.481 -0.258 -0.818
C5 1.503 -0.086 1.041
C6 1.921 1.166 0.539
C7 2.445 2.055 1.658
H1 -2.826 -0.913 -2.784
H2 -2.820 -2.483 -1.922
H3 -4.298 -1.648 -2.038
H4 -3.314 0.038 -0.461
H5 -3.607 -1.804 0.000
H6 -1.833 -0.746 1.127
H7 -1.013 -2.062 -0.108
H8 -0.406 0.985 -1.110
H9 -0.283 -0.781 -1.769
H10 0.520 0.091 1.686
H11 1.963 -0.893 1.536
H12 0.986 1.828 0.332
H13 2.650 0.900 -0.296
H14 3.226 1.557 2.302
H15 1.550 2.415 2.058
H16 3.260 3.674 2.212
N1 0.922 -0.587 -0.291
N2 1.746 -1.065 -1.102
O1 3.108 3.274 1.410
O2 2.913 -1.149 -0.520

The SMILES is CCCCN(CCCO)N=O. The calculation puts the energy above the lowest of the compared OMol25 structures with the same formula, charge and spin at 7.154 eV. For the HOMO energy, the calculation gives -9.143 eV. Its charge is 0.

Atom charges from the natural (NBO) analysis, given in e for atoms 1 to 4: atom 1 (C): -0.61, atom 2 (C): -0.40, atom 3 (C): -0.41, atom 4 (C): -0.25

***

No. 5
This record from the Open Molecules 2025 dataset describes a cluster of 2 separate species, C7H16N2O3 in total. The level of theory is the ωB97M-V functional and the def2-TZVPD basis.

Cartesian coordinates (Å):
C1 1.086 0.044 -3.755
C2 -0.029 1.896 3.453
C3 -0.371 -1.519 0.906
C4 1.051 1.490 2.504
C5 0.536 -0.819 1.862
C6 0.240 -0.564 -2.662
C7 -1.058 0.347 -2.382
N1 -2.109 -0.316 -1.960
N2 0.607 0.593 1.475
O1 -3.168 0.083 -1.632
O2 0.935 -0.412 -4.848
O3 -0.213 -1.868 -2.973
H1 1.684 0.985 -3.571
H2 0.059 1.394 4.479
H3 0.042 2.963 3.788
H4 -1.036 1.836 2.957
H5 -0.190 -2.601 0.955
H6 -1.432 -1.538 1.264
H7 -0.256 -1.188 -0.114
H8 1.876 0.988 3.114
H9 1.405 2.323 2.044
H10 1.569 -1.287 1.802
H11 0.267 -0.864 2.929
H12 0.751 -0.698 -1.672
H13 -1.059 1.336 -2.579
H14 -1.862 -1.355 -1.953
H15 0.975 0.688 0.568
H16 -0.299 -1.936 -4.000

The SMILES is O=C[C@H](O)/C=[NH+]/[O-].CCNCC. The calculation puts the energy above the lowest of the compared OMol25 structures with the same formula, charge and spin at 4.223 eV. For the HOMO energy, the calculation gives -8.577 eV. Its charge is 0.

Atom charges from the natural (NBO) analysis, given in e for atoms 1 to 4: atom 1 (C): 0.42, atom 2 (C): -0.64, atom 3 (C): -0.62, atom 4 (C): -0.22

***

No. 6
This record from the Open Molecules 2025 dataset describes a cluster of 2 separate species, C7H16N2S in total. The level of theory is the ωB97M-V functional and the def2-TZVPD basis.

Cartesian coordinates (Å):
C1 2.022 3.500 0.459
C2 1.442 2.342 0.550
C3 2.178 0.987 0.519
C4 -0.488 1.429 -1.359
C5 -0.491 -3.109 0.531
C6 0.010 2.119 0.989
C7 -0.731 1.254 -0.069
N1 -2.909 -2.863 -0.624
N2 -0.614 -3.164 -1.983
S1 -1.226 -2.259 -0.919
H1 1.294 4.237 0.698
H2 3.030 3.639 0.302
H3 3.236 1.129 0.269
H4 1.537 0.341 -0.187
H5 2.180 0.378 1.440
H6 0.245 2.232 -1.473
H7 -3.501 -2.097 -0.397
H8 -1.071 0.887 -2.120
H9 -0.706 -4.151 0.745
H10 0.582 -3.057 0.460
H11 -0.845 -2.663 1.565
H12 -0.381 3.161 1.069
H13 0.063 1.540 2.036
H14 -1.494 0.487 0.360
H15 -2.934 -3.458 0.137
H16 -0.428 -2.841 -3.000

The calculation puts the energy above the lowest of the compared OMol25 structures with the same formula, charge and spin at 3.196 eV. For the HOMO energy, the calculation gives -8.821 eV. Its charge is 0.

Atom charges from the natural (NBO) analysis, given in e for atoms 1 to 4: atom 1 (C): -0.42, atom 2 (C): 0.05, atom 3 (C): -0.68, atom 4 (C): -0.43

***

charge of number 6 (C7H16N2S)? 0